ORCA calculation (wB97M-V/def2-TZVPD) on 24 unconnected molecules or ions with the total composition C7H64O26PS2.

Positions of all 100 atoms, in Å:
S -6.026 -0.271 -1.104
S -4.526 -0.576 0.311
P -0.346 0.937 1.919
O 11.781 3.572 1.865
O -0.345 0.146 -1.827
O 0.643 1.797 1.039
O 9.415 2.124 2.932
O 0.018 4.516 -4.319
O -7.077 -0.459 2.858
O 5.590 -0.050 0.687
O 0.155 0.547 3.242
O 0.395 -4.789 5.261
O -3.560 -3.623 2.113
O 5.227 3.709 -4.857
O -7.684 2.916 -1.198
O 0.404 -5.304 -0.400
O 0.321 0.006 -4.886
O 7.548 2.100 0.696
O -10.854 3.162 -1.257
O 2.123 2.632 -3.271
O 0.350 4.023 -1.235
O 2.662 5.364 -4.722
O 1.249 -7.866 4.030
O 2.388 -5.068 -2.734
O -6.246 1.844 -4.218
O -2.401 -6.650 1.378
O -2.702 0.589 -2.537
O 0.371 -5.595 2.493
O -0.878 -0.285 1.034
C -3.092 0.970 1.970
C -1.865 1.905 2.043
C -0.021 -1.436 0.744
C 2.632 1.113 -0.296
C 0.081 -2.372 1.924
C 2.078 1.425 1.078
C -3.770 1.049 0.593
H -2.230 -0.237 -2.711
H 2.045 3.133 -4.092
H 0.522 -1.893 2.797
H 6.224 -0.744 0.889
H -0.502 4.771 -5.087
H -0.536 4.297 -0.979
H 10.320 1.805 2.846
H -2.782 -3.769 1.562
H -0.512 -1.937 -0.091
H 3.210 -4.700 -2.396
H -6.497 -0.493 2.094
H -0.273 -4.452 5.866
H -1.824 2.352 3.038
H 0.382 -5.291 3.416
H -6.628 -0.946 3.558
H -11.343 3.563 -0.531
H -10.905 3.803 -1.974
H 1.911 5.526 -4.139
H 1.043 -6.292 2.485
H 6.136 0.748 0.580
H 5.415 3.045 -4.187
H -0.927 0.862 -2.109
H 3.068 1.978 -0.796
H -0.442 3.763 -3.936
H 1.061 -5.990 -0.567
H 0.719 -3.202 1.622
H 3.318 6.038 -4.517
H -3.624 0.359 -2.410
H 1.874 0.684 -0.954
H 4.330 4.006 -4.655
H 11.296 4.340 1.546
H -7.303 2.063 -1.411
H 7.548 2.484 1.581
H 1.053 -0.614 -4.954
H -6.034 -1.507 -1.635
H -8.619 2.746 -0.999
H 9.388 2.527 3.805
H 12.452 3.408 1.195
H -1.567 -6.245 1.650
H 2.195 0.560 1.733
H -0.900 -2.768 2.193
H 3.423 0.373 -0.154
H -3.098 1.232 -0.247
H -4.604 1.756 0.596
H 0.960 -1.132 0.369
H 1.719 -4.843 -2.078
H 8.442 1.748 0.630
H 1.690 3.189 -2.614
H -3.051 -6.356 2.025
H 0.408 -5.188 0.561
H -0.219 0.306 -0.885
H -3.570 -1.277 -0.335
H -1.926 2.729 1.328
H 0.322 0.283 -3.964
H 0.341 -7.764 4.334
H -6.230 2.801 -4.106
H -2.773 -0.050 2.193
H -3.830 1.227 2.733
H -3.944 -2.785 1.844
H 0.616 3.374 -0.570
H -5.971 1.485 -3.372
H 1.357 -8.814 3.897
H 1.231 -4.424 5.570
H 2.609 2.241 1.564

Calculated values
ΔE to the lowest compared entry with this formula, charge and spin, kJ/mol: 0.0
Total charge: +1
E_LUMO, eV: -5.15


ORCA calculation (wB97M-V/def2-TZVPD) on a molecular structure, C16H21HgN3O3.

Positions of all 44 atoms, in Å:
Hg -0.994 -0.503 -0.160
O -0.256 2.034 1.773
O -3.620 1.858 4.798
O -2.429 -1.802 2.200
N -1.769 0.284 1.561
N -0.551 -0.881 -2.150
N -1.925 1.804 3.305
C 0.623 -2.186 0.032
C 1.536 2.467 -0.376
C -4.758 0.611 2.114
C -5.350 -0.442 1.195
C 2.722 0.503 -0.662
C -3.208 -1.354 5.151
C 1.372 2.045 -1.731
C -4.257 -0.888 4.144
C 2.084 0.821 -1.901
C 0.988 -2.286 1.331
C 1.055 -2.764 -1.096
C -3.099 1.310 3.830
C -3.685 0.089 3.105
C -1.238 1.416 2.150
C 2.371 1.515 0.289
C -2.562 -0.581 2.292
H 2.119 0.217 -2.807
H -3.632 -2.141 5.787
H -1.554 2.648 3.736
H 3.328 -0.377 -0.467
H -2.902 -0.511 5.787
H -6.123 0.018 0.576
H -4.705 -1.752 3.635
H 0.620 -2.440 -2.050
H 0.782 2.557 -2.490
H -2.331 -1.764 4.632
H -1.312 -0.432 -2.697
H 2.679 1.543 1.328
H -5.809 -1.264 1.752
H 0.316 -2.008 2.149
H -4.279 1.392 1.504
H 1.985 -2.668 1.566
H 1.072 3.339 0.070
H -4.600 -0.863 0.516
H -5.547 1.092 2.711
H -5.057 -0.357 4.681
H 1.830 -3.527 -1.077

Calculated values
Total charge: -2
E_LUMO (spin up / spin down), eV: 4.59 / 4.59


ORCA calculation (wB97M-V/def2-TZVPD) on a molecular structure, ClH10LiO5.

Positions of all 17 atoms, in Å:
Cl 0.325 0.288 -1.153
O 1.176 0.828 2.122
O -3.024 0.213 -1.149
O -0.941 -2.080 0.929
O 0.659 3.461 -0.111
O 1.829 -2.701 -0.369
Li 1.233 1.009 -3.115
H -3.180 -0.716 -1.360
H -1.240 -1.670 1.749
H 1.794 -1.821 -0.766
H -2.078 0.353 -1.325
H 0.236 2.659 -0.458
H 1.176 -2.651 0.350
H 0.663 0.602 1.330
H 1.531 3.161 0.174
H -0.876 -1.349 0.290
H 0.716 0.415 2.861

Calculated values
ΔE to the lowest compared entry with this formula, charge and spin, kJ/mol: 71.7
Total charge: 0
E_LUMO, eV: -1.70


ORCA calculation (wB97M-V/def2-TZVPD) on a molecular structure, C42H113CdF6O15P.

Positions of all 178 atoms, in Å:
Cd 13.675 10.167 15.162
P 11.828 14.063 14.605
F 12.454 12.770 15.413
F 13.059 13.976 13.515
F 12.725 14.982 15.516
F 10.922 13.089 13.698
F 11.440 15.466 13.796
F 10.584 14.209 15.684
O 14.690 16.442 13.761
O 16.595 17.953 15.337
O 9.314 10.838 14.606
O 16.842 9.274 16.376
O 14.323 15.032 8.805
O 15.446 11.531 15.654
O 13.068 13.958 18.430
O 15.488 18.446 18.965
O 12.543 10.719 17.229
O 14.660 8.336 14.737
O 12.842 12.837 9.171
O 13.629 11.051 12.993
O 11.573 9.211 15.247
O 12.209 19.674 8.013
O 9.144 19.200 14.110
C 16.723 13.341 14.856
C 18.252 7.293 16.107
C 13.434 10.477 11.704
C 11.085 19.352 8.877
C 16.428 13.945 8.369
C 11.558 18.922 10.280
C 11.407 15.581 19.155
C 15.827 12.909 16.018
C 13.972 17.374 12.838
C 8.514 16.917 13.738
C 14.383 10.157 18.777
C 17.872 17.377 15.420
C 8.600 17.860 16.079
C 11.740 13.198 20.170
C 12.271 14.464 19.588
C 15.445 14.113 10.721
C 12.316 9.340 11.662
C 14.112 18.140 18.680
C 10.098 18.353 8.199
C 12.895 18.154 13.537
C 18.607 17.230 14.044
C 7.259 9.982 15.332
C 11.398 14.678 9.821
C 13.408 19.466 18.326
C 16.367 12.959 17.463
C 11.986 9.534 19.324
C 15.078 18.160 12.193
C 10.775 12.208 10.256
C 9.212 17.878 14.665
C 7.377 12.064 13.949
C 18.198 8.793 16.013
C 13.079 9.707 18.183
C 11.883 13.259 10.158
C 8.048 11.266 15.036
C 14.781 9.977 11.111
C 19.192 9.440 16.957
C 15.640 14.762 9.388
C 11.208 7.843 15.161
C 18.617 18.223 16.362
C 13.962 17.177 17.454
C 11.035 7.281 16.578
C 9.932 7.580 14.284
H 11.672 9.447 12.543
H 11.038 14.784 8.807
H 10.919 12.795 19.558
H 7.771 13.034 13.872
H 17.369 12.474 17.651
H 16.030 10.856 15.998
H 12.315 18.816 12.895
H 9.634 18.885 7.435
H 10.763 6.253 16.450
H 12.974 14.866 20.344
H 12.245 17.563 14.170
H 18.204 16.531 13.282
H 11.065 8.996 18.976
H 12.334 13.344 11.114
H 15.772 18.597 12.925
H 14.314 11.140 19.212
H 15.077 14.685 11.582
H 17.391 13.718 8.811
H 12.559 11.608 17.673
H 14.620 9.471 10.173
H 14.286 16.140 17.531
H 15.632 12.533 18.063
H 10.804 9.835 15.151
H 15.203 10.201 18.056
H 6.356 12.218 13.953
H 6.967 9.419 14.433
H 16.120 13.055 13.970
H 10.280 17.683 14.743
H 13.480 16.756 12.114
H 11.969 7.384 17.212
H 10.634 18.766 10.910
H 12.877 17.317 17.175
H 10.598 20.289 9.055
H 19.609 17.788 16.549
H 16.412 14.444 7.407
H 20.235 9.130 16.794
H 11.643 9.492 10.849
H 16.107 17.578 14.597
H 12.111 17.978 10.274
H 13.184 8.771 17.649
H 11.619 10.462 19.770
H 19.225 7.144 15.638
H 12.327 8.876 20.159
H 14.776 13.265 10.483
H 8.117 16.854 16.162
H 15.691 17.480 11.562
H 10.735 15.384 18.337
H 10.095 7.664 13.203
H 13.702 17.729 19.661
H 16.874 14.415 14.811
H 11.353 13.400 21.175
H 14.544 17.622 16.677
H 10.152 12.409 9.362
H 10.871 15.940 20.025
H 13.341 18.903 14.232
H 18.416 9.062 15.010
H 10.591 15.046 10.465
H 12.464 12.396 20.282
H 12.976 19.097 8.325
H 14.873 13.440 16.054
H 11.165 11.204 10.156
H 11.995 16.428 18.776
H 13.856 19.905 17.464
H 13.235 11.204 10.907
H 14.404 15.706 8.108
H 13.650 12.011 12.819
H 16.344 13.676 11.140
H 15.403 9.350 11.751
H 9.290 18.098 8.920
H 12.175 15.409 9.961
H 7.567 11.575 13.021
H 10.194 12.380 11.160
H 14.224 15.593 13.734
H 8.467 15.887 14.013
H 14.797 9.521 19.577
H 17.761 16.335 15.827
H 7.743 18.540 16.085
H 13.548 20.216 19.095
H 8.072 11.926 15.922
H 19.012 9.329 17.983
H 15.844 13.003 8.319
H 15.355 10.841 10.874
H 18.750 19.204 15.912
H 17.679 12.852 14.850
H 10.184 7.745 17.075
H 9.290 17.992 16.903
H 9.059 8.200 14.573
H 13.258 13.734 8.967
H 8.975 17.014 12.740
H 14.645 18.950 11.617
H 10.583 17.446 7.932
H 16.514 13.969 17.801
H 12.823 14.456 17.625
H 15.759 18.935 18.183
H 12.348 19.288 18.093
H 17.497 6.819 15.481
H 12.050 7.364 14.643
H 12.675 8.353 11.616
H 16.103 15.760 9.553
H 14.327 7.621 15.329
H 19.615 17.038 14.322
H 8.502 19.240 13.423
H 16.241 8.670 15.876
H 18.651 18.202 13.557
H 18.194 7.070 17.156
H 9.690 6.534 14.419
H 7.882 9.320 15.941
H 9.875 11.620 14.475
H 19.233 10.508 16.745
H 6.308 10.249 15.907
H 12.132 19.791 10.703
H 18.160 18.412 17.366
H 7.515 17.352 13.657

Calculated values
Total charge: 0
E_LUMO, eV: 0.35


ORCA calculation (wB97M-V/def2-TZVPD) on a molecular structure, C19H21Cl5InN4O4S.

Positions of all 55 atoms, in Å:
In -0.241 0.750 0.204
Cl 0.773 -2.777 -2.984
Cl -2.764 0.780 -1.097
Cl -4.852 -0.141 -3.216
Cl -1.286 -3.693 -5.146
Cl -4.118 -2.388 -5.264
S -0.827 3.170 0.247
O 1.560 -0.760 1.000
O -0.197 -0.720 -1.234
O 1.884 1.859 0.800
O 1.175 1.629 -1.836
N -0.176 2.511 2.841
N 0.088 4.669 2.211
N -1.351 -1.067 1.429
N -0.504 1.264 2.409
C 2.859 -0.255 1.297
C -0.794 -2.064 -3.064
C 2.578 2.590 -0.214
C -2.540 -2.960 3.074
C 2.670 1.164 1.758
C -1.855 -2.191 0.924
C -1.441 -0.870 2.751
C -1.100 -1.058 -2.128
C -2.376 -0.491 -2.221
C 2.537 1.863 -1.535
C -2.462 -3.161 1.707
C -1.712 -2.470 -4.023
C -2.019 -1.791 3.608
C -0.968 0.428 3.248
C 1.646 -2.125 0.565
C -2.981 -1.887 -4.082
C -0.279 3.414 1.892
C 0.984 1.160 -3.169
C -3.309 -0.889 -3.171
H -0.086 1.140 -3.359
H -2.861 -4.051 1.243
H 2.205 -2.183 -0.370
H 3.327 -0.861 2.078
H -1.093 0.700 4.291
H -1.762 -2.324 -0.146
H 1.397 0.156 -3.291
H 2.138 -2.716 1.340
H -0.108 5.422 1.576
H 1.457 1.849 -3.872
H 2.060 3.543 -0.314
H 2.103 1.191 2.689
H -2.068 -1.585 4.668
H 3.483 -0.312 0.398
H 3.627 1.663 1.920
H 2.989 2.497 -2.305
H 3.084 0.912 -1.516
H 0.258 4.879 3.181
H 0.642 -2.491 0.395
H 3.608 2.776 0.098
H -3.004 -3.697 3.716

Calculated values
Total charge: +1
E_LUMO, eV: -3.48


ORCA calculation (wB97M-V/def2-TZVPD) on a molecular structure, C31H48N8O3PS2Sr.

Positions of all 94 atoms, in Å:
Sr 0.551 0.486 -0.102
S -0.653 -4.173 0.911
S 1.610 -2.133 0.721
P 1.293 -2.111 -2.736
O 2.174 0.830 -1.613
O 4.115 0.862 -2.740
O -0.322 2.269 0.864
N 2.478 1.357 1.471
N -2.230 0.000 -2.043
N 1.742 -2.824 -5.414
N -3.012 2.449 -0.732
N -0.976 -1.787 1.739
N 3.554 -3.315 -3.818
N 1.504 -4.685 -3.813
N -0.694 -0.392 1.846
C 3.186 -2.837 -5.152
C 3.118 -2.361 -2.775
C -3.517 1.785 0.450
C -1.965 -0.600 3.910
C -1.259 2.161 4.382
C 0.041 -6.451 3.697
C -1.142 3.495 4.730
C -0.525 3.974 2.449
C -0.611 2.609 2.079
C 3.453 0.939 -1.709
C 0.838 -4.383 5.345
C 2.956 -4.633 -3.618
C 1.077 -1.822 -4.553
C 1.209 -4.160 -5.146
C 4.172 1.137 -0.373
C 0.966 -4.258 3.969
C 3.485 2.067 0.640
C -2.269 -1.449 -2.198
C -0.087 -6.582 5.074
C -0.038 -2.508 1.198
C 0.562 -5.293 3.128
C -0.778 4.405 3.734
C -3.576 0.531 -2.178
C 0.666 -5.151 1.633
C 0.817 -3.897 -2.766
C -1.205 0.184 2.871
C -1.312 0.628 -2.982
C -1.019 1.673 3.089
C 0.311 -5.543 5.906
C -3.692 2.023 -1.927
C -3.021 3.883 -0.583
H -3.276 2.578 -2.774
H 3.652 -3.496 -5.888
H -4.773 2.265 -1.902
H 4.285 0.144 0.082
H -4.045 4.294 -0.489
H -3.965 0.339 -3.196
H -1.277 -1.014 4.654
H 0.126 -4.140 -5.286
H -2.619 -1.753 -3.200
H 1.642 -4.846 -5.878
H -0.231 4.663 1.666
H -2.944 -1.876 -1.455
H -2.548 4.359 -1.446
H 1.153 -3.569 5.987
H -0.351 0.110 -2.942
H -1.162 1.676 -2.714
H 3.411 -5.319 -4.337
H 4.254 2.538 1.256
H 0.213 -5.634 6.980
H -0.278 -7.260 3.047
H -4.219 -0.026 -1.493
H -2.697 0.021 4.419
H 2.914 0.605 1.994
H 0.594 -6.128 1.151
H -1.530 1.454 5.155
H -3.026 2.179 1.337
H 3.190 -4.977 -2.609
H -1.329 3.818 5.746
H 2.972 2.862 0.097
H 3.580 -1.830 -5.283
H -2.452 -1.449 3.437
H -0.496 -7.493 5.492
H 3.600 -1.394 -2.927
H 3.427 -2.735 -1.797
H -1.279 -1.873 -2.038
H 5.173 1.502 -0.601
H 1.041 -4.320 -1.784
H -4.609 1.930 0.569
H -1.661 0.593 -4.028
H 2.050 1.994 2.135
H -0.686 5.460 3.967
H -2.456 4.166 0.307
H 1.610 -4.694 1.333
H -3.311 0.715 0.414
H 0.009 -1.802 -4.787
H -0.264 -3.987 -2.894
H 1.381 -3.355 3.530
H 1.472 -0.831 -4.789

Calculated values
ΔE to the lowest compared entry with this formula, charge and spin, kJ/mol: 116.2
Total charge: -1
E_LUMO, eV: 2.49


Molecular weight per entry: 659.67, 503.95, 132.47, 1115.73, 693.55, 763.51 g mol⁻¹